83
Properties=species:S:1:pos:R:3:forces:R:3:mulliken_charge:R:1 method="wB97M-V/def2-TZVPD" charge=0 orbital_gap_ev=9.78 energy_ev=-129753.9624 max_force_ev_per_a=0.352 mol_weight_g_mol=601.68 homo_ev=-9.2
C -3.786953 -2.339808 2.957842 -0.01 0.01 0.01 -0.69
C -4.722723 -1.229477 2.519669 0.01 -0.09 0.07 -0.19
O -5.233620 -1.473614 1.211688 0.13 0.20 -0.15 -0.37
Si -4.492669 -0.982380 -0.158098 -0.13 -0.18 0.13 0.33
N -5.495494 -0.000352 -1.143186 0.32 -0.10 -0.03 -0.48
O -4.107651 -2.340326 -1.018082 0.02 0.26 -0.23 0.01
Si -3.390900 -2.497989 -2.471530 0.04 -0.21 0.13 0.39
Br -3.542243 -4.629027 -3.049090 0.02 0.06 0.03 -0.30
O -1.830187 -2.054869 -2.371256 -0.21 0.08 -0.01 -0.31
C -1.146124 -1.194148 -3.285813 0.01 -0.02 0.04 -0.38
C -1.680298 0.234759 -3.215633 0.14 -0.03 0.02 -0.51
N -0.701003 1.166124 -3.766498 -0.19 0.07 -0.04 -0.18
C -0.085776 2.047294 -2.785633 0.02 -0.09 -0.08 -0.97
C 0.853053 1.310479 -1.829345 -0.04 0.05 0.02 0.47
C 1.636870 2.305460 -0.982873 0.02 0.00 -0.03 -1.48
O 1.726239 0.424917 -2.514618 -0.01 0.05 0.06 -0.50
H -4.241487 -3.306494 2.736812 0.00 0.01 0.06 0.31
H -3.583437 -2.275565 4.029042 0.04 0.03 -0.03 0.02
H -2.832954 -2.284211 2.429211 -0.04 -0.01 -0.03 0.27
H -4.211561 -0.261059 2.550116 0.00 -0.02 0.03 0.29
H -5.584761 -1.163882 3.185617 0.00 -0.02 -0.03 0.30
H -3.271776 -0.237343 0.226288 -0.04 0.00 0.04 -0.13
H -5.755082 -0.306920 -2.067216 -0.09 -0.02 0.02 0.24
H -5.350840 0.996576 -1.123792 -0.11 0.04 0.02 0.24
H -4.094517 -1.721699 -3.508547 0.01 -0.01 0.01 -0.17
H -1.219380 -1.593949 -4.301535 0.03 0.06 0.00 0.25
H -0.095455 -1.181205 -3.000991 -0.02 -0.05 0.00 0.30
H -2.628319 0.326724 -3.752235 0.00 -0.07 0.02 0.45
H -1.887023 0.458191 -2.160184 -0.02 0.02 -0.03 0.11
H -1.113199 1.715557 -4.504398 0.00 0.03 -0.01 0.26
H 0.487858 2.801234 -3.335668 0.03 -0.01 0.06 0.48
H -0.837101 2.579699 -2.179764 0.08 0.04 0.03 0.30
H 0.257465 0.667742 -1.173524 0.05 -0.04 -0.01 0.33
H 1.015467 2.777280 -0.219399 -0.04 0.00 -0.05 0.38
H 2.459440 1.787140 -0.491332 -0.04 0.02 0.04 0.36
H 2.055346 3.090360 -1.619221 0.06 -0.02 0.05 0.29
H 2.079342 0.886878 -3.281088 0.08 0.03 -0.12 0.30
C 0.337352 -4.975971 7.576119 0.10 -0.01 0.05 -0.77
O -0.228487 -3.783454 8.065421 -0.18 -0.02 -0.08 -0.29
C 0.062233 -2.649576 7.273905 0.10 0.07 0.02 -0.56
C -1.079369 -1.657338 7.300912 0.10 -0.04 0.00 -0.40
O -2.228096 -2.090553 6.592422 -0.07 0.07 -0.07 -0.36
C -3.096773 -3.016552 7.223086 -0.09 -0.03 -0.03 -0.32
C -3.908775 -2.451549 8.367638 -0.07 -0.05 -0.01 -0.66
O -3.118508 -2.289872 9.527043 0.13 0.11 -0.08 -0.27
C -3.628152 -1.325433 10.415578 -0.07 -0.06 0.08 -0.77
H 1.428915 -4.981647 7.679772 0.00 0.01 -0.02 0.33
H -0.073843 -5.794890 8.163278 0.02 0.00 0.01 0.24
H 0.086953 -5.132637 6.520774 -0.01 0.00 0.01 0.34
H 0.257167 -2.945713 6.236124 -0.05 -0.02 0.00 0.34
H 0.962021 -2.146479 7.655838 0.04 -0.03 -0.04 0.37
H -0.737083 -0.766075 6.769682 -0.03 0.03 0.04 0.37
H -1.321797 -1.378308 8.327556 -0.01 -0.08 0.01 0.19
H -2.566874 -3.917342 7.539871 0.04 0.07 0.07 0.18
H -3.809199 -3.291716 6.441531 0.03 -0.08 0.00 0.38
H -4.734883 -3.147603 8.573076 -0.04 0.04 0.01 0.42
H -4.346347 -1.491569 8.063986 0.05 0.02 -0.01 0.34
H -3.807102 -0.370405 9.907630 0.02 0.00 0.00 0.34
H -2.885357 -1.178292 11.197034 -0.01 -0.01 0.02 0.23
H -4.566940 -1.653633 10.877780 -0.01 0.00 -0.02 0.32
C 6.688350 5.753590 -6.482164 0.12 0.01 -0.02 -0.77
O 6.467084 4.372176 -6.329912 -0.20 0.00 0.00 -0.28
C 6.541597 3.929367 -4.990217 0.11 -0.03 0.05 -0.56
C 5.615415 2.759371 -4.742422 0.07 0.03 0.05 -0.41
O 4.238185 3.101192 -4.728436 -0.11 -0.07 0.05 -0.38
C 3.599457 3.350023 -5.971584 -0.05 0.05 0.03 -0.46
C 3.371023 2.125354 -6.829712 -0.08 0.04 -0.04 -0.44
O 4.569554 1.690474 -7.433059 0.10 -0.02 0.17 -0.27
C 4.551095 0.327048 -7.783907 -0.04 -0.01 -0.11 -0.75
H 7.731159 6.024617 -6.278799 0.00 0.00 0.02 0.33
H 6.456280 6.007397 -7.514729 0.02 0.00 -0.01 0.23
H 6.041489 6.337282 -5.816899 -0.01 -0.01 -0.01 0.34
H 6.286460 4.743992 -4.301342 -0.06 0.00 -0.02 0.34
H 7.566113 3.603562 -4.760911 0.02 0.06 0.03 0.38
H 5.824557 2.402217 -3.731452 -0.01 -0.06 -0.02 0.40
H 5.820585 1.949517 -5.444029 -0.01 0.06 -0.07 0.19
H 4.122444 4.124994 -6.535171 0.04 -0.09 -0.06 0.15
H 2.612834 3.731247 -5.696976 0.01 0.05 -0.03 0.44
H 2.634749 2.387586 -7.603697 -0.03 -0.06 0.00 0.39
H 2.937101 1.324488 -6.215693 0.03 0.01 0.03 0.25
H 4.271828 -0.300507 -6.929572 0.01 0.00 0.00 0.32
H 5.555602 0.061516 -8.106782 0.00 0.00 -0.02 0.23
H 3.851434 0.128004 -8.604327 -0.02 0.01 0.01 0.32

=====

92
Properties=species:S:1:pos:R:3:forces:R:3:mulliken_charge:R:1 method="wB97M-V/def2-TZVPD" charge=+4 orbital_gap_ev=2.07 relative_energy_kcal_mol=121.7 energy_ev=-84607.5626 max_force_ev_per_a=8.731 mol_weight_g_mol=685.77 homo_ev=-13.0
N -0.408665 -0.076502 0.677547 2.32 -3.03 -2.34 -0.11
S 0.298344 -0.165318 2.066975 1.74 3.21 7.93 -0.06
O 1.742010 -0.208487 2.251915 -0.90 -1.19 -2.08 -0.47
O -0.475110 -0.764279 3.110220 0.27 0.70 -1.91 0.12
F 0.227135 1.459524 2.296125 -0.94 0.16 -0.14 -0.42
S 0.437541 -1.410062 0.028934 -1.28 -2.86 -2.68 0.82
O 0.637511 -2.604285 0.812160 -0.11 2.40 -0.28 -0.51
O 1.460514 -1.036370 -0.922461 -0.24 0.74 0.59 -0.41
F -0.759960 -1.854777 -0.935220 0.09 0.52 0.06 -0.32
C -4.786744 1.990882 1.639824 1.00 -0.62 0.82 -1.34
C -3.426590 1.359633 1.878040 -1.73 0.54 0.21 0.48
O -2.585792 1.772937 2.592426 0.77 -0.45 -0.26 -0.26
N -3.196453 0.044676 1.135594 1.03 -0.15 -0.59 0.54
H -3.758025 -0.095691 0.297331 -0.48 0.43 0.28 0.48
H -2.211025 -0.001554 0.788458 -0.49 0.33 0.59 -0.20
C -3.350028 -1.190981 2.033294 0.36 0.03 -0.95 -0.81
H -5.568146 1.245536 1.796975 -0.10 -0.06 -0.76 0.42
H -4.693752 2.468763 0.664312 -0.73 -0.03 -0.10 0.35
H -4.956809 2.710449 2.437880 0.24 0.31 -0.24 0.38
H -4.360065 -1.536415 1.839850 -0.15 -0.01 1.05 0.46
H -2.976065 -0.881842 3.008638 -0.59 -0.57 0.49 0.28
H -2.677195 -1.921748 1.584132 0.06 -0.15 0.37 0.29
C 1.428220 -1.409164 -4.802284 -0.41 -0.44 -0.52 -0.83
C 1.528248 0.042606 -4.458425 -0.77 -1.37 1.10 0.65
O 0.675378 0.862037 -4.350792 0.71 -0.03 -0.46 -0.43
N 2.863255 0.350266 -3.840321 1.42 0.73 0.12 -0.11
H 2.723883 1.049472 -3.106732 -0.09 0.28 -0.36 0.34
H 3.298944 -0.429186 -3.343807 -0.47 -0.39 -0.18 0.39
C 3.899635 0.833635 -4.850113 0.44 0.12 -0.05 -0.84
H 1.834884 -1.728463 -5.765188 0.16 0.46 -0.10 0.43
H 0.378453 -1.691926 -4.798182 -0.01 0.17 0.02 -0.04
H 1.939584 -2.027480 -4.062358 0.01 0.19 0.15 0.31
H 3.427849 1.521190 -5.545898 0.05 0.12 0.11 0.36
H 4.352988 0.001961 -5.386831 -0.46 -0.23 0.01 0.37
H 4.719144 1.289558 -4.297159 -0.22 0.29 -0.01 0.41
C -4.035051 -1.949947 -3.300868 -0.06 -0.16 -0.87 -1.03
C -2.871627 -1.652220 -4.200318 -0.27 -0.31 0.74 0.34
O -1.865321 -1.101748 -3.897992 -0.08 -0.19 -0.71 -0.26
N -3.050365 -2.102075 -5.685361 0.23 0.17 1.01 -0.13
H -2.145702 -2.419218 -6.043140 0.23 0.47 0.09 0.40
H -3.592207 -2.971313 -5.745960 -0.68 0.40 -0.05 0.42
C -3.547289 -0.944301 -6.531414 0.08 0.00 -0.73 -0.72
H -4.902016 -1.384642 -3.655286 -0.05 0.07 0.10 0.43
H -3.793408 -1.700744 -2.274476 0.08 0.04 -0.05 0.08
H -4.324287 -3.000673 -3.377626 0.07 -0.05 0.08 0.46
H -3.092895 0.001002 -6.239576 0.54 -0.35 0.19 0.29
H -4.615948 -0.747475 -6.479861 -0.10 -0.77 0.11 0.34
H -3.225526 -1.224614 -7.531010 -0.38 0.40 -0.21 0.39
C 0.169131 4.509341 0.031516 0.98 -0.40 0.60 -1.22
C -0.892407 3.556791 -0.382371 0.26 1.13 0.26 0.82
O -2.054702 3.720901 -0.325371 -0.59 -0.54 -0.09 -0.36
N -0.405605 2.233086 -0.961283 0.36 -0.11 -0.80 0.54
H 0.548618 2.262404 -1.327112 -0.01 0.66 0.19 0.46
H -0.294413 1.510752 -0.205737 -0.64 -0.04 -0.08 -0.10
C -1.244532 1.729549 -2.138554 1.09 -0.42 1.09 -0.97
H 0.788520 4.042422 0.807722 -0.01 -0.27 -0.10 0.20
H -0.188800 5.417510 0.508906 -0.48 0.00 -0.45 0.40
H 0.862643 4.732585 -0.781817 -0.18 0.12 -0.13 0.39
H -2.278528 1.657304 -1.822481 0.00 0.08 -0.18 0.31
H -0.769266 0.769005 -2.331479 -0.61 -0.20 -0.23 0.22
H -1.058812 2.373356 -2.992013 -0.33 0.21 0.11 0.52
C -0.777869 1.571095 5.674233 -0.02 0.70 -0.24 -0.91
C 0.698631 1.382699 5.544541 -2.30 -1.00 0.03 0.43
O 1.196811 0.325510 5.429345 1.52 0.50 -0.10 -0.35
N 1.529360 2.674736 5.487140 1.03 1.04 -0.06 -0.11
H 0.937758 3.507688 5.543348 -0.33 -0.23 -0.28 0.39
H 2.169742 2.832977 6.274385 -0.18 -0.77 0.31 0.39
C 2.403158 2.704875 4.266857 0.06 0.49 -0.19 -0.70
H -1.236253 2.144639 4.861481 0.47 0.18 -0.22 0.26
H -1.009358 2.154788 6.568630 -0.13 -0.40 0.25 0.51
H -1.232855 0.583245 5.601419 -0.18 -0.28 0.61 0.21
H 1.810186 2.901558 3.380050 -0.27 -0.40 0.09 -0.01
H 2.909519 1.746041 4.222171 0.01 0.04 -0.10 0.42
H 3.097526 3.540707 4.334549 0.14 -0.18 0.33 0.45
C 4.008641 -4.014002 0.348731 0.21 0.82 -0.63 -0.97
C 4.486627 -3.028587 1.353114 -0.27 -1.77 0.65 0.55
O 4.245286 -3.053732 2.500355 0.19 0.77 0.35 -0.34
N 5.436871 -1.928062 0.856740 -0.25 0.47 0.15 -0.10
H 6.418833 -2.199968 0.978273 -0.07 -0.08 0.49 0.38
H 5.363339 -1.787734 -0.149298 -0.27 -0.10 -0.02 0.36
C 5.112675 -0.620724 1.570079 0.80 0.06 -1.06 -0.79
H 4.847548 -4.603969 -0.027984 -0.04 -0.05 -0.03 0.43
H 3.595830 -3.416428 -0.471848 -0.13 -0.38 -0.21 0.15
H 3.246192 -4.648267 0.789278 0.05 0.02 0.06 0.31
H 5.441687 -0.647999 2.602269 -0.06 -0.19 -0.03 0.35
H 4.050289 -0.415387 1.468879 -0.04 -0.22 0.16 0.26
H 5.689896 0.090165 0.978968 -0.05 0.39 0.47 0.44
O -1.207948 -3.060842 4.384699 0.26 0.34 -0.25 -0.48
C -2.416267 -2.745761 4.968087 -2.84 0.44 1.62 0.63
O -3.401596 -3.499760 4.971701 1.62 -0.03 -1.07 -0.69
O -2.414114 -1.584467 5.509726 0.76 0.63 -0.77 -0.73
H -0.803450 -2.190667 4.588183 0.34 -0.90 -0.11 0.35

=====

80
Properties=species:S:1:pos:R:3:forces:R:3:mulliken_charge:R:1 method="wB97M-V/def2-TZVPD" charge=-1 orbital_gap_ev=6.25 energy_ev=-42833.1882 max_force_ev_per_a=5.387 mol_weight_g_mol=461.62 homo_ev=-4.0
O -0.097023 -2.452028 -0.334881 -1.06 -1.46 -1.62 -0.57
C 0.537087 -2.049288 0.755019 3.05 1.79 4.06 0.75
O 0.844347 -0.838028 0.802499 -0.61 0.81 -1.30 -0.70
O 0.895787 -2.807598 1.689199 -1.29 -1.77 -0.76 -0.83
H -0.008223 -1.637568 -0.835251 -0.34 0.25 -0.45 0.29
C 1.438367 -0.191278 -3.807181 -1.76 -1.03 -0.86 -0.86
O 2.309347 0.655282 -3.177771 0.13 -0.04 0.74 -0.02
C 3.614407 0.615322 -3.600641 2.11 -1.32 -0.39 -0.98
C 4.003487 1.790012 -4.427201 0.40 1.16 0.44 -0.47
N 3.602587 1.883102 -5.802431 -1.08 0.11 -1.52 -0.43
C 3.128657 3.257432 -6.144871 -0.23 -1.91 -0.40 -0.17
C 2.465487 3.392192 -7.523021 -0.77 -0.66 -0.59 -0.72
O 1.232327 2.575432 -7.644671 0.96 0.17 1.06 -0.30
C 0.817147 2.255552 -8.955891 0.37 0.96 -0.16 -0.76
H 0.562827 -0.401488 -3.192901 -0.04 0.51 0.33 0.21
H 1.766917 -1.205268 -4.035171 0.87 -0.01 0.06 0.39
H 1.069787 0.233542 -4.740871 -0.10 0.14 -0.28 0.26
H 3.950927 -0.318358 -4.051281 -0.88 -0.49 -0.91 0.44
H 4.315287 0.498272 -2.774101 -0.26 0.96 0.80 0.49
H 5.082837 1.941672 -4.416711 0.20 -0.07 0.43 0.32
H 3.541207 2.608072 -3.874781 0.17 0.52 0.20 0.24
H 2.882477 1.218432 -6.046891 -0.19 -0.06 0.12 0.34
H 4.051477 3.831972 -6.064821 -0.46 0.75 -0.15 0.33
H 2.347887 3.545872 -5.441091 0.17 0.46 0.40 0.05
H 3.106197 3.161712 -8.374181 0.32 -0.32 0.14 0.45
H 2.182157 4.436992 -7.650381 -0.15 0.19 0.06 0.35
H -0.251603 2.050452 -9.017531 0.01 -0.13 0.59 0.24
H 1.351537 1.412382 -9.393591 0.23 -0.07 0.06 0.29
H 0.958127 3.144252 -9.571061 0.14 0.01 -0.46 0.31
C -1.783373 -0.186288 2.909409 -0.30 -1.92 -0.88 -1.38
C -1.972863 0.763042 4.019239 -0.07 -1.77 -0.09 0.41
C -2.154843 -0.001778 5.361099 -1.01 1.67 -1.25 -1.24
O -2.234743 0.903462 6.481529 -0.87 0.31 0.38 -0.36
C -3.432743 1.717962 6.622749 0.92 -0.11 -0.56 -0.75
N -0.760863 1.575592 4.103789 -1.64 0.68 0.56 -0.55
H -1.843153 0.333812 1.953359 0.32 -0.20 -0.01 -0.02
H -2.583263 -0.925558 2.951169 -0.38 -0.19 -0.29 0.38
H -0.875203 -0.788058 2.944079 0.36 0.37 -0.04 0.26
H -2.910513 1.218322 3.700419 0.01 1.09 0.73 0.49
H -1.248753 -0.601568 5.446779 -0.23 -0.24 0.57 0.60
H -3.063513 -0.586328 5.217119 -0.03 -0.45 0.61 0.43
H -4.346243 1.141042 6.766909 0.08 -0.27 0.02 0.30
H -3.593143 2.425812 5.809529 0.07 -0.39 -0.75 0.27
H -3.318413 2.438182 7.432889 0.40 -0.64 0.55 0.29
H -0.410893 1.076582 4.909149 1.46 0.61 0.20 0.47
H -1.230903 2.360652 4.531379 1.00 1.19 0.45 0.32
C -0.662733 -3.936528 4.839069 -1.77 0.35 0.37 -1.44
C -0.211793 -5.212498 4.131049 -0.32 0.24 1.88 0.40
C -1.176363 -5.817028 3.087269 1.08 0.33 1.33 -0.69
O -2.453713 -6.001298 3.721969 -0.62 1.16 -2.07 -0.39
C -2.517113 -7.064608 4.569359 1.60 -0.91 2.14 -0.81
N 1.123167 -4.927608 3.700849 -0.15 -1.12 -0.85 -0.75
H -1.379373 -4.186858 5.621289 -0.44 -0.02 -0.03 0.38
H -1.159833 -3.233688 4.170469 -0.13 -0.10 -0.30 0.19
H 0.053707 -3.305878 5.365449 0.80 -0.67 -0.36 0.46
H -0.197213 -6.015838 4.867619 0.38 0.08 0.52 0.37
H -0.727443 -6.780468 2.845689 -0.17 -0.48 -0.11 0.34
H -1.108533 -5.247808 2.160189 -1.18 0.38 0.06 0.41
H -1.977393 -6.889048 5.499939 0.32 0.69 0.55 0.29
H -1.898863 -7.902378 4.246839 -0.64 -0.69 -0.74 0.33
H -3.477543 -7.327738 5.012569 -0.52 0.04 -1.19 0.31
H 0.882017 -4.398668 2.874909 1.19 1.11 -0.84 0.37
H 1.456607 -5.813788 3.349299 0.70 -0.22 -0.34 0.31
C 0.249487 3.255482 -2.759891 0.13 -0.03 0.46 -0.95
C 0.335037 3.041762 -1.262811 0.58 -0.90 0.95 0.30
C -1.028673 2.741092 -0.671611 0.67 1.25 -0.05 -0.68
O -0.928443 2.624742 0.718039 -1.12 0.23 0.35 -0.23
C -2.126063 3.027042 1.397539 1.00 0.80 -0.27 -0.54
N 1.174127 1.898792 -0.847151 0.03 1.01 -1.09 -0.44
H -0.126093 4.255812 -2.975261 -0.52 -0.14 -0.23 0.48
H -0.379413 2.432342 -3.099051 0.00 0.24 -0.85 0.28
H 1.249037 3.222912 -3.193411 -0.05 -0.32 -0.12 -0.04
H 0.713647 3.961932 -0.817791 0.07 0.02 0.38 0.31
H -1.457223 1.830032 -1.089231 -0.18 -0.09 -0.35 0.24
H -1.567143 3.643222 -0.961991 -1.01 -0.06 0.05 0.47
H -1.951313 4.029642 1.787869 0.34 0.06 0.79 0.32
H -2.341603 2.313922 2.193219 -0.20 0.32 -0.36 -0.08
H -2.957403 3.288442 0.742819 -0.31 -1.02 -0.38 0.42
H 1.959067 1.904992 -1.482701 0.62 0.09 0.25 0.21
H 0.676947 1.117632 -1.250511 -0.18 -0.84 0.63 -0.03

=====

Among the records above, which one has the lowest charge? C19H49N4O8

=====

Among the records above, which one has the highest charge? C19H49F2N7O13S2